# 1
Here is a molecular structure, C11H12GaN2O6 at a distorted geometry from OMol25. Energies are from ωB97M-V/def2-TZVPD.

Values from the calculation:
orbital gap = 0.149 Ha
HOMO level = -17.7 eV
F_max = 6.637 eV/Å
ΔE to the lowest compared entry with this formula, charge and spin = 142.7 kJ/mol
lowest unoccupied orbital energy = -13.6 eV
net charge = +3

Structure (XYZ):
```
32
C11H12GaN2O6 | OMol25 | ωB97M-V/def2-TZVPD
O 2.828 -4.720 -3.137
C 2.304 -3.863 -2.583
Ga 1.315 -2.236 -1.599
O 0.961 -0.289 -4.199
C 1.121 -1.008 -3.318
C 1.360 -3.091 0.400
O 1.438 -3.637 1.409
C 3.044 -1.172 -1.037
O 4.045 -0.671 -0.768
C -0.621 -2.949 -1.789
O -1.678 -3.397 -1.924
C 1.096 2.444 -0.506
N 0.346 1.675 0.466
C 0.306 2.169 1.830
C -1.073 2.062 2.446
C -1.714 0.724 2.146
N -1.543 0.327 0.763
C -2.679 -0.289 0.108
C -0.478 0.693 -0.017
O -0.261 0.143 -1.137
H 2.096 2.700 -0.135
H 0.573 3.387 -0.759
H 1.201 1.859 -1.423
H 0.984 1.564 2.445
H 0.688 3.197 1.820
H -1.707 2.858 2.037
H -0.986 2.179 3.530
H -2.790 0.714 2.363
H -1.228 -0.021 2.789
H -3.054 -1.154 0.671
H -3.510 0.435 -0.012
H -2.381 -0.635 -0.882
```


# 2
Here is a single C11H12N2O molecule at a distorted geometry from OMol25. Energies are from ωB97M-V/def2-TZVPD.

Values from the calculation:
orbital gap = 0.312 Ha
HOMO level = -8.2 eV
F_max = 6.252 eV/Å
SMILES = COC1=C(n2ccnc2)CC=CC=C1
ΔE to the lowest compared entry with this formula, charge and spin = 443.9 kJ/mol
lowest unoccupied orbital energy = 0.3 eV
net charge = 0

Structure (XYZ):
```
26
C11H12N2O | OMol25 | ωB97M-V/def2-TZVPD
C 0.232 1.577 -2.745
O 0.450 0.570 -1.826
C 0.349 0.779 -0.456
C 0.392 -0.326 0.408
N 0.550 -1.567 -0.182
C -0.446 -2.509 -0.135
C 0.105 -3.610 -0.750
N 1.374 -3.372 -1.147
C 1.551 -2.151 -0.874
C 0.192 -0.191 1.974
C -1.019 0.435 2.504
C -1.489 1.542 1.917
C -0.771 2.390 1.067
C 0.120 2.099 0.084
H -0.682 2.165 -2.453
H -0.017 1.190 -3.705
H 1.057 2.224 -2.855
H -1.347 -2.214 0.125
H -0.192 -4.673 -0.918
H 2.566 -1.610 -1.151
H 1.051 0.349 2.404
H 0.216 -1.208 2.441
H -1.686 -0.193 3.097
H -2.423 1.903 2.057
H -0.818 3.481 1.465
H 0.685 2.920 -0.346
```


# 3
Here is 2 unconnected molecules or ions with the total composition C11H12N2S2 at a distorted geometry from OMol25. Energies are from ωB97M-V/def2-TZVPD.

Values from the calculation:
orbital gap = 0.174 Ha
HOMO level = -6.7 eV
F_max = 3.598 eV/Å
ΔE to the lowest compared entry with this formula, charge and spin = 167.5 kJ/mol
lowest unoccupied orbital energy = -1.9 eV
net charge = 0

Structure (XYZ):
```
27
C11H12N2S2 | OMol25 | ωB97M-V/def2-TZVPD
C -3.368 -3.637 0.000
C -2.107 -4.248 0.000
C -0.969 -3.456 0.000
C -1.121 -1.989 0.000
C -2.391 -1.392 0.000
C -3.512 -2.241 0.000
N 0.152 -1.476 0.000
C 1.009 -2.546 0.000
N 0.372 -3.765 0.000
H -4.259 -4.258 0.000
H -1.949 -5.320 0.000
H -2.453 -0.296 0.000
H -4.507 -1.800 0.000
H 2.100 -2.424 0.000
C 1.636 4.066 0.000
C 2.105 3.353 -1.260
S 1.537 1.651 -1.500
C 1.107 1.019 0.000
S 1.537 1.652 1.500
C 2.106 3.353 1.260
H 2.062 5.081 0.000
H 0.554 4.207 0.000
H 1.724 3.876 -2.151
H 3.203 3.319 -1.260
H 0.505 0.079 0.000
H 3.204 3.319 1.260
H 1.723 3.876 2.151
```


# 4
Here is 2 unconnected molecules or ions with the total composition C11H12NO2 at a distorted geometry from OMol25. Energies are from ωB97M-V/def2-TZVPD.

Values from the calculation:
orbital gap = 0.272 Ha
HOMO level = -4.4 eV
F_max = 3.898 eV/Å
ΔE to the lowest compared entry with this formula, charge and spin = 122.5 kJ/mol
lowest unoccupied orbital energy = 3.0 eV
net charge = -1

Structure (XYZ):
```
26
C11H12NO2 | OMol25 | ωB97M-V/def2-TZVPD
C -1.288 -2.560 -3.300
C -0.317 -0.551 -0.286
C -1.300 -1.251 -1.019
C -0.670 -1.713 -2.236
C 0.622 -1.195 -2.232
C -0.607 0.215 0.880
C -1.854 -0.005 1.363
C -2.849 -0.844 0.818
C -2.556 -1.407 -0.412
N 0.803 -0.505 -1.070
H 0.276 0.849 1.027
H -2.132 0.529 2.277
H 1.489 0.228 -0.924
H -3.753 -0.964 1.377
H 1.432 -1.188 -2.937
H -3.227 -2.107 -0.900
H -2.174 -2.070 -3.720
H -1.599 -3.600 -3.125
H -0.616 -2.566 -4.160
C 1.025 2.661 2.121
C 2.441 2.183 1.776
O 3.179 1.823 2.715
O 2.656 2.111 0.533
H 0.362 1.915 2.556
H 0.571 3.158 1.260
H 1.065 3.439 2.905
```


# 5
Here is 2 unconnected molecules or ions with the total composition C11H12NO2 at a distorted geometry from OMol25. Energies are from ωB97M-V/def2-TZVPD.

Values from the calculation:
orbital gap (spin up / spin down) = 0.086 / 0.269 Ha
HOMO level (spin up / spin down) = 3.4 / -1.6 eV
F_max = 3.812 eV/Å
ΔE to the lowest compared entry with this formula, charge and spin = 0.0 kJ/mol
lowest unoccupied orbital energy (spin up / spin down) = 5.8 / 5.7 eV
expectation value of S² = 0.750
net charge = -2
2S+1 = 2

Structure (XYZ):
```
26
C11H12NO2 | OMol25 | ωB97M-V/def2-TZVPD
C 0.190 2.226 -2.588
C 0.601 1.655 -0.183
C -0.720 -0.078 0.304
C 0.061 1.331 -1.392
C -0.842 0.259 -1.135
C -1.533 -1.096 0.736
C -2.410 -1.738 -0.139
C -1.932 -0.144 -1.892
C -2.725 -1.184 -1.368
N 0.103 0.875 0.850
H 0.735 0.704 1.694
H 1.332 2.408 0.077
H -1.361 -1.397 1.772
H -0.352 1.819 -3.444
H 1.243 2.493 -2.723
H -2.808 -2.725 0.091
H -2.083 0.238 -2.886
H -3.494 -1.620 -1.984
H -0.373 3.152 -2.438
C 2.294 -1.420 1.857
C 2.416 -0.456 3.037
O 1.684 0.595 3.001
O 3.153 -0.741 3.994
H 1.352 -1.950 1.971
H 3.059 -2.202 1.937
H 2.411 -1.004 0.854
```


# 6
Here is a single C11H12O2 molecule at a distorted geometry from OMol25. Energies are from ωB97M-V/def2-TZVPD.

Values from the calculation:
orbital gap = 0.343 Ha
HOMO level = -8.6 eV
F_max = 3.946 eV/Å
SMILES = COc1ccc2c(c1)CCC(=O)C2
ΔE to the lowest compared entry with this formula, charge and spin = 197.0 kJ/mol
lowest unoccupied orbital energy = 0.7 eV
net charge = 0

Structure (XYZ):
```
25
C11H12O2 | OMol25 | ωB97M-V/def2-TZVPD
C -0.725 -0.795 -3.780
O -1.660 -1.116 -2.796
C -1.317 -0.723 -1.519
C -2.215 -0.815 -0.427
C -1.900 -0.429 0.881
C -0.640 0.141 1.176
C 0.248 0.253 0.089
C -0.005 -0.181 -1.230
C 1.613 0.817 0.239
C 2.243 0.566 1.667
C 1.175 0.524 2.810
O 1.572 0.343 3.987
C -0.312 0.628 2.567
H 0.240 -1.222 -3.600
H -0.463 0.326 -3.601
H -1.105 -0.818 -4.873
H -3.184 -1.303 -0.772
H -2.597 -0.731 1.658
H 0.814 -0.121 -2.010
H 2.281 0.380 -0.521
H 1.599 1.926 0.038
H 3.186 1.097 1.984
H 2.579 -0.511 1.738
H -0.713 0.088 3.500
H -0.715 1.677 2.795
```


# 7
Here is a single C11H12S3 molecule at a distorted geometry from OMol25. Energies are from ωB97M-V/def2-TZVPD.

Values from the calculation:
orbital gap = 0.296 Ha
HOMO level = -8.6 eV
F_max = 5.657 eV/Å
SMILES = CC(=S)[C@H](S)[C@@H](C=S)c1ccccc1
lowest unoccupied orbital energy = -0.6 eV
net charge = 0

Structure (XYZ):
```
26
C11H12S3 | OMol25 | ωB97M-V/def2-TZVPD
C -0.857 2.223 1.384
C -1.134 2.041 -0.043
S -1.288 3.386 -0.998
C -1.780 0.767 -0.532
S -3.464 0.815 0.035
C -0.982 -0.558 -0.043
C -1.460 -1.767 -0.786
S -1.967 -3.128 -0.178
C 0.519 -0.652 -0.092
C 1.161 -1.472 0.897
C 2.553 -1.513 0.900
C 3.368 -0.927 -0.021
C 2.661 -0.238 -1.025
C 1.248 -0.141 -1.093
H -1.714 2.046 1.967
H -0.157 1.435 1.603
H -0.507 3.209 1.737
H -1.966 0.734 -1.682
H -4.141 0.471 -1.061
H -1.185 -0.703 1.074
H -1.112 -1.604 -1.810
H 0.658 -2.021 1.626
H 3.025 -2.161 1.668
H 4.475 -0.907 0.040
H 3.162 0.220 -1.783
H 0.885 0.445 -1.786
```


# 8
Here is a molecular structure, C11H13AsBrF6InN2OSSi from OMol25. Energies are from ωB97M-V/def2-TZVPD.

Values from the calculation:
orbital gap (spin up / spin down) = 0.312 / 0.177 Ha
HOMO level (spin up / spin down) = -12.8 / -12.8 eV
F_max = 0.675 eV/Å
lowest unoccupied orbital energy (spin up / spin down) = -4.3 / -8.0 eV
expectation value of S² = 0.771
net charge = +1
2S+1 = 2

Structure (XYZ):
```
38
C11H13AsBrF6InN2OSSi | OMol25 | ωB97M-V/def2-TZVPD
In 0.572 0.837 -0.398
O 6.721 -0.019 0.506
C 5.426 0.195 0.347
C 4.839 1.468 0.289
C 3.487 1.545 0.116
N 2.678 0.467 -0.007
C 3.247 -0.749 0.078
Br 2.144 -2.254 -0.037
C 4.598 -0.926 0.245
H 7.223 0.802 0.583
H 5.417 2.377 0.393
H 3.009 2.510 0.121
H 5.017 -1.921 0.306
F 0.366 2.174 1.186
As -1.242 3.251 1.037
F -1.221 2.479 -0.593
F -2.023 1.855 1.577
F -2.646 4.102 0.711
F -0.933 3.791 2.599
F -0.202 4.417 0.356
C -4.721 -1.262 0.039
Si -3.330 -2.446 -0.307
C -3.504 -3.327 -1.939
C -3.031 -3.646 1.087
C -1.799 -1.364 -0.429
C -0.837 -0.622 -0.489
H -5.664 -1.808 0.139
H -4.845 -0.537 -0.770
H -4.557 -0.710 0.968
H -4.429 -3.912 -1.959
H -2.668 -4.006 -2.125
H -3.551 -2.615 -2.766
H -3.893 -4.307 1.214
H -2.880 -3.119 2.032
H -2.152 -4.269 0.904
S 1.009 2.764 -2.311
C 1.859 3.979 -1.604
N 2.514 4.808 -1.097
```


# 9
Here is a molecular structure, C11H13AsBrGaIN2O5S4 from OMol25. Energies are from ωB97M-V/def2-TZVPD.

Values from the calculation:
orbital gap = 0.258 Ha
HOMO level = -4.9 eV
F_max = 0.581 eV/Å
ΔE to the lowest compared entry with this formula, charge and spin = 9.8 kJ/mol
lowest unoccupied orbital energy = 2.1 eV
net charge = -1

Structure (XYZ):
```
39
C11H13AsBrGaIN2O5S4 | OMol25 | ωB97M-V/def2-TZVPD
Ga 0.075 -0.739 1.103
S 3.936 -2.159 2.156
As 2.854 -0.350 2.153
S 1.983 0.015 0.088
S 0.863 -0.615 3.216
S 3.886 1.335 2.845
N 1.225 4.225 2.046
C 0.691 2.888 2.282
C -0.173 2.443 1.133
O -0.264 3.294 0.129
O -0.735 1.367 1.130
H 2.233 4.217 2.134
H 0.859 4.898 2.704
H 0.301 4.051 0.412
H 0.109 2.795 3.198
H 1.503 2.161 2.375
Br -5.437 -0.217 -1.612
C -3.728 0.229 -2.304
C -3.703 0.701 -3.609
C -2.497 1.032 -4.205
C -1.314 0.875 -3.501
C -1.349 0.381 -2.208
C -2.551 0.058 -1.580
C -2.502 -0.412 -0.144
O -3.393 -0.183 0.635
O -1.421 -1.117 0.134
H -4.633 0.805 -4.151
H -2.488 1.405 -5.222
H -0.365 1.130 -3.954
H -0.426 0.247 -1.661
N 1.648 -4.541 1.692
C 1.425 -3.554 0.805
O 0.481 -2.780 0.953
C 2.283 -3.508 -0.424
I 1.231 -4.522 -2.004
H 1.171 -4.434 2.575
H 2.574 -4.935 1.731
H 3.239 -4.002 -0.300
H 2.412 -2.483 -0.750
```


# 10
Here is a single C11H13BO3 molecule at a distorted geometry from OMol25. Energies are from ωB97M-V/def2-TZVPD.

Values from the calculation:
orbital gap (spin up / spin down) = 0.216 / 0.216 Ha
HOMO level (spin up / spin down) = -8.3 / -8.3 eV
F_max = 2.859 eV/Å
ΔE to the lowest compared entry with this formula, charge and spin = 0.0 kJ/mol
lowest unoccupied orbital energy (spin up / spin down) = -2.4 / -2.4 eV
net charge = 0

Structure (XYZ):
```
28
C11H13BO3 | OMol25 | ωB97M-V/def2-TZVPD
B -1.179 1.502 -0.790
C 0.481 -3.222 1.705
C 0.127 -1.921 2.043
C 1.101 -3.480 0.488
C 0.392 -0.881 1.183
C 1.355 -2.456 -0.394
C 1.006 -1.124 -0.069
C 1.235 1.355 -0.385
C 1.251 -0.048 -0.947
C 1.703 -0.201 -2.347
C -2.407 2.772 1.123
C -2.307 2.627 -0.388
O 2.279 1.821 0.007
O 0.110 2.013 -0.334
O -1.372 0.402 -1.372
H 0.277 -4.028 2.392
H -0.350 -1.729 2.991
H 1.394 -4.490 0.237
H 0.104 0.126 1.440
H 1.853 -2.668 -1.327
H 2.751 -0.513 -2.366
H 1.617 0.741 -2.882
H 1.119 -0.965 -2.862
H -3.075 3.595 1.381
H -2.800 1.863 1.571
H -1.429 2.985 1.544
H -3.272 2.361 -0.812
H -1.967 3.563 -0.829
```


# 11
Here is a molecular structure, C11H13BrErO3S at a distorted geometry from OMol25. Energies are from ωB97M-V/def2-TZVPD.

Values from the calculation:
orbital gap (spin up / spin down) = 0.146 / 0.149 Ha
HOMO level (spin up / spin down) = -2.6 / -2.6 eV
F_max = 2.925 eV/Å
lowest unoccupied orbital energy (spin up / spin down) = 1.4 / 1.4 eV
expectation value of S² = 3.753
net charge = -1
2S+1 = 4

Structure (XYZ):
```
30
C11H13BrErO3S | OMol25 | ωB97M-V/def2-TZVPD
C -1.379 -1.433 -1.973
C -1.641 -2.508 -1.114
C -2.515 -2.042 -0.079
H -1.297 -3.535 -1.228
C -2.643 -0.618 -0.274
C -1.984 -0.283 -1.476
H -1.945 0.708 -1.935
H -0.817 -1.479 -2.913
H -3.020 -2.652 0.693
H -3.319 0.031 0.287
Er -0.744 -1.518 1.560
Br 0.779 -3.531 1.267
C 2.544 0.894 -0.365
C 1.637 1.647 -1.178
C 1.319 0.850 -2.332
H 1.190 2.603 -0.929
C 2.017 -0.396 -2.220
C 2.765 -0.364 -1.003
H 3.300 -1.188 -0.581
H 2.917 1.190 0.598
H 0.588 1.109 -3.103
H 1.906 -1.242 -2.887
C 0.375 2.606 2.580
S -0.294 0.958 2.786
O 0.778 -0.044 2.287
O -0.603 0.737 4.180
O -1.414 0.685 1.773
H 0.984 2.918 3.458
H -0.484 3.290 2.448
H 1.000 2.606 1.673
```


# 12
Here is 5 unconnected molecules or ions with the total composition C11H13Cl9F6O4 at a distorted geometry from OMol25. Energies are from ωB97M-V/def2-TZVPD.

Values from the calculation:
orbital gap = 0.417 Ha
HOMO level = -11.1 eV
F_max = 4.254 eV/Å
SMILES = CCOC(=O)C(F)(F)F.CCOC(=O)C(F)(F)F.ClC(Cl)Cl.ClC(Cl)Cl.ClC(Cl)Cl
lowest unoccupied orbital energy = 0.3 eV
net charge = 0

Structure (XYZ):
```
43
C11H13Cl9F6O4 | OMol25 | ωB97M-V/def2-TZVPD
C 0.366 0.238 1.451
C 0.844 -0.607 0.244
O 1.606 0.245 -0.653
C 1.026 0.598 -1.802
O -0.011 0.297 -2.227
C 1.909 1.634 -2.553
F 3.163 1.747 -2.013
F 2.049 1.223 -3.801
F 1.372 2.874 -2.509
H -0.327 -0.404 2.052
H -0.254 0.980 1.013
H 1.176 0.705 2.013
H 0.057 -0.961 -0.387
H 1.610 -1.368 0.462
C -2.951 2.446 -0.377
C -2.731 1.023 -0.752
O -3.932 0.374 -0.361
C -3.788 -0.929 -0.329
O -2.854 -1.530 -0.779
C -5.135 -1.485 0.161
F -4.998 -2.814 0.036
F -5.412 -1.127 1.414
F -6.053 -1.097 -0.649
H -2.143 3.157 -0.685
H -3.155 2.360 0.724
H -3.904 2.725 -0.820
H -1.891 0.500 -0.266
H -2.640 0.802 -1.821
Cl 3.242 2.099 5.305
C 2.715 3.590 4.446
Cl 3.353 3.657 2.820
Cl 3.217 5.006 5.328
H 1.653 3.550 4.501
Cl 1.519 -2.788 -3.133
C -0.190 -2.890 -2.632
Cl -0.477 -3.951 -1.192
Cl -1.189 -3.467 -3.960
H -0.477 -1.928 -2.407
Cl 4.468 -1.274 0.184
C 4.610 -2.942 0.801
Cl 5.151 -2.876 2.484
Cl 5.724 -3.991 -0.070
H 3.681 -3.402 0.740
```